(1)
{"formula": "C20H20N8O2", "method": "wB97M-V/def2-TZVPD", "symbols": ["O", "N", "N", "N", "N", "O", "C", "C", "C", "C", "C", "C", "C", "C", "C", "C", "C", "C", "C", "N", "N", "N", "N", "C", "C", "C", "C", "C", "C", "C", "H", "H", "H", "H", "H", "H", "H", "H", "H", "H", "H", "H", "H", "H", "H", "H", "H", "H", "H", "H"], "xyz": [[-3.61401, 0.72857, 4.10431], [-0.41142, 2.05532, -3.98957], [-0.74468, 2.75515, -4.99538], [1.72555, 0.90399, -0.75460], [2.63187, 3.09395, -5.20887], [-1.34445, -2.63973, -0.57855], [-2.53798, 0.49688, 3.57185], [1.48773, 0.46160, -1.89911], [3.52312, 2.67858, -4.33704], [1.39868, 2.80869, -4.90670], [3.27551, 1.80074, -3.29769], [0.79055, 0.20219, 1.53965], [-0.67382, -1.60963, 1.41265], [0.99160, 1.97702, -3.88169], [1.01071, 0.11146, 0.10212], [-0.59394, -1.67552, 0.05140], [1.90044, 1.27529, -3.13617], [0.32629, -0.86002, -0.57245], [0.05059, -0.78988, 2.15404], [-2.31257, 1.16975, 2.37428], [0.36909, 3.29485, -5.46222], [0.68835, -0.64512, -1.90376], [-0.28615, -0.58041, 3.47950], [-1.68888, -2.29276, -1.91226], [0.35107, -1.43617, -3.16201], [0.73372, -0.38696, 4.58853], [-0.66733, -2.63797, -2.96566], [-0.09506, -0.47601, 5.86720], [-1.51352, -0.85574, 5.45440], [-1.67019, -0.73026, 3.99893], [4.52846, 2.77126, -4.66281], [3.98700, 1.40846, -2.62153], [1.14292, 1.04481, 2.15429], [-1.42839, -2.26065, 1.86087], [-1.45563, 0.96142, 1.91287], [-2.66021, 2.17386, 2.33781], [0.42680, 3.99861, -6.20490], [-1.93171, -1.20013, -1.97408], [-2.53524, -2.87540, -2.05108], [1.20685, -1.95561, -3.46880], [0.02135, -0.73878, -3.82370], [1.30954, 0.56971, 4.47101], [1.47786, -1.24669, 4.64028], [-0.17607, -3.58926, -2.71213], [-1.13153, -2.81957, -3.87174], [0.05179, 0.48585, 6.40926], [0.25116, -1.29710, 6.45450], [-2.18453, -0.12528, 5.95012], [-1.72519, -1.90508, 5.73665], [-2.27612, -1.59827, 3.72795]], "forces_ev_per_a": [[0.82, -0.17, 1.09], [-0.40, -2.43, 0.96], [-0.51, 0.70, 1.23], [0.90, 1.77, 3.07], [0.95, 1.28, -0.64], [0.74, 0.86, 0.09], [-2.29, 0.09, -1.26], [-0.21, -0.40, -3.96], [0.43, -1.52, -0.58], [4.20, -1.03, 2.26], [-4.12, -1.78, 0.40], [1.79, 0.65, -1.79], [-2.67, -3.51, -1.64], [-2.51, 0.21, -1.20], [-0.14, 0.64, 4.11], [0.00, -1.37, -0.09], [2.66, 1.04, 2.08], [0.12, -0.17, -1.96], [0.92, 3.77, 1.46], [0.14, 1.14, 1.00], [-2.45, 2.46, -4.11], [-0.96, -1.39, -1.90], [0.21, -0.77, 2.39], [0.33, 1.15, 0.10], [-0.24, -2.19, 3.65], [0.15, -1.04, -1.16], [1.76, 1.56, 2.24], [0.56, 0.97, -0.36], [-0.62, 0.87, 2.28], [0.84, 1.49, -1.70], [0.99, 0.77, 0.16], [0.91, -0.14, 0.30], [0.10, -0.49, -0.58], [0.34, 0.10, -0.07], [0.68, 0.33, -0.41], [0.53, -2.18, 0.03], [-0.56, -0.65, 0.36], [-0.08, -0.85, 0.08], [-1.89, -0.81, -0.59], [1.69, -0.03, -0.76], [-1.05, 1.72, -2.15], [-0.62, -0.81, 0.11], [-0.66, 1.04, -0.68], [0.17, 0.46, 0.17], [-1.08, -0.10, -1.96], [-0.67, -0.79, -0.06], [0.62, -0.17, 0.72], [-0.17, -1.00, -0.10], [-0.05, 0.77, 0.21], [0.40, -0.03, -0.85]], "e_above_lowest_ev": 3.2902, "spin_multiplicity": 1, "homo_ha": -0.2788, "largest_force_ev_per_a": 5.4, "e_lumo_ev": -0.455, "smiles": "NC(=O)[C@@H]1CCCN1c1cc2c3c(c1)nc(-c1ccnc4[nH]nnc14)n3CCCO2"}



(2)
{"formula": "C3H8NO", "method": "wB97M-V/def2-TZVPD", "symbols": ["C", "O", "C", "C", "N", "H", "H", "H", "H", "H", "H", "H", "H"], "xyz": [[-0.31212, -1.19951, -0.69815], [-0.10649, -2.35240, -0.11416], [0.20111, -0.10172, 0.27251], [0.92940, 1.11067, -0.31561], [-0.77567, 0.37526, 1.23301], [-1.39076, -0.89693, -0.80843], [0.08180, -1.05303, -1.63691], [0.93510, -0.66982, 0.96240], [0.20704, 1.40413, -1.17125], [0.81083, 2.07332, 0.22281], [1.94725, 0.88390, -0.68864], [-1.57778, 0.75646, 0.73707], [-0.94972, -0.33033, 2.00534]], "forces_ev_per_a": [[-1.00, 1.00, 3.18], [-0.18, -2.23, 0.07], [2.39, -0.18, 2.30], [-2.19, 0.85, -2.02], [-0.22, -0.15, 1.48], [-0.49, 0.04, -0.26], [1.54, 0.36, -2.99], [-0.79, 0.68, -1.33], [1.42, -0.45, 0.24], [0.79, -0.83, 0.58], [-0.64, 0.34, 0.11], [-0.31, -0.62, 0.60], [-0.34, 1.18, -1.95]], "e_above_lowest_ev": 1.1418, "spin_multiplicity": 1, "homo_ha": -0.0747, "largest_force_ev_per_a": 3.5, "e_lumo_ev": 4.467, "charge": -1, "smiles": "C[C@@H](N)C[O-]"}



(3)
{"formula": "C18H48N2O8", "method": "wB97M-V/def2-TZVPD", "symbols": ["C", "O", "C", "C", "N", "C", "C", "O", "C", "H", "H", "H", "H", "H", "H", "H", "H", "H", "H", "H", "H", "H", "H", "H", "C", "O", "C", "C", "N", "C", "C", "O", "C", "H", "H", "H", "H", "H", "H", "H", "H", "H", "H", "H", "H", "H", "H", "H", "C", "C", "O", "H", "H", "H", "H", "H", "H", "C", "C", "O", "H", "H", "H", "H", "H", "H", "C", "C", "O", "O", "H", "H", "H", "H", "H", "H"], "xyz": [[-2.88603, 0.62257, -6.85961], [-1.51404, 0.87151, -7.03292], [-0.81788, 0.85563, -5.77421], [-0.78398, -0.53177, -5.21934], [-0.00430, -0.42864, -4.01573], [-0.13330, -1.52874, -3.09228], [0.58938, -1.30381, -1.76209], [0.19237, -1.79846, -0.70770], [0.41782, -3.16812, -0.70015], [-3.12871, 1.41729, -6.14541], [-3.14656, -0.28691, -6.31407], [-3.51943, 0.68853, -7.69017], [-1.10868, 1.65856, -5.12747], [0.20004, 1.06335, -6.08889], [-0.35779, -1.28065, -5.87193], [-1.71938, -0.85092, -4.97301], [0.95897, -0.56702, -4.24297], [0.10790, -2.46550, -3.51378], [-1.12597, -1.69820, -2.83237], [0.60729, -0.30707, -1.58624], [1.66972, -1.38365, -1.86910], [1.48517, -3.20452, -0.54598], [0.13102, -3.70642, -1.53200], [-0.05908, -3.65610, 0.15359], [-1.48483, -1.70891, 2.17921], [-0.79768, -2.81320, 2.70739], [0.45162, -2.54690, 3.37340], [0.33713, -1.89660, 4.75743], [1.65014, -1.89580, 5.38909], [1.55073, -1.21426, 6.60558], [2.88715, -0.98479, 7.31994], [3.04910, -1.18811, 8.51733], [2.55704, -0.04603, 9.23651], [-1.00579, -1.27748, 1.23805], [-1.44209, -1.02864, 2.96630], [-2.49981, -1.89658, 1.89848], [1.17640, -2.10794, 2.69740], [0.89007, -3.53524, 3.48855], [-0.18968, -2.48555, 5.48285], [-0.05874, -0.89148, 4.67334], [2.45564, -1.53842, 4.90608], [0.84100, -1.75821, 7.29177], [1.23596, -0.27934, 6.43219], [3.49246, -0.22494, 6.83757], [3.48589, -1.85810, 6.82456], [1.64024, 0.47755, 9.06202], [3.45114, 0.46932, 8.93075], [2.62318, -0.19781, 10.27400], [0.76047, 0.87776, 1.02221], [1.76381, 1.85398, 0.72892], [2.40633, 1.59109, -0.47150], [-0.03712, 0.86848, 0.36485], [0.28348, 1.05581, 2.00756], [1.29854, -0.07800, 1.02688], [2.49084, 1.74377, 1.61960], [1.19149, 2.85750, 0.75521], [2.06096, 2.14787, -1.09679], [-2.41525, 0.58096, -0.97856], [-3.29316, 0.12261, -2.01563], [-2.97252, 0.70000, -3.24445], [-2.52602, 0.08084, 0.00420], [-2.59897, 1.66768, -1.10724], [-1.43878, 0.33090, -1.27706], [-4.30187, 0.42528, -1.82147], [-3.08505, -0.89045, -2.19525], [-2.13687, 0.27331, -3.56546], [-0.68541, 3.92325, -2.81765], [0.29898, 2.91348, -3.06368], [1.53768, 3.23847, -2.44654], [-0.33650, 5.25323, -2.84478], [-1.09744, 3.80681, -1.83977], [-1.53721, 3.70954, -3.49947], [0.53384, 2.65056, -4.07101], [0.05565, 2.00293, -2.58004], [1.68421, 4.18515, -2.61357], [-0.25490, 5.52372, -3.72554]], "forces_ev_per_a": [[0.30, 1.05, 3.11], [0.45, -0.53, -0.53], [0.69, -0.63, -3.15], [2.02, 0.69, 0.40], [0.81, -0.41, 1.49], [-0.07, -0.20, 1.00], [3.91, 3.70, -7.59], [-4.72, -4.43, 6.91], [0.99, -0.33, 3.30], [-1.12, 0.03, -0.05], [0.32, -0.39, -0.26], [-0.18, 0.24, -1.71], [-0.73, 0.12, 0.68], [0.32, 0.34, 0.12], [0.01, 0.02, -0.82], [-2.74, -1.03, 0.70], [0.85, 0.98, -0.67], [0.84, -1.33, -0.89], [-2.32, 0.13, 0.53], [-0.48, 3.84, -0.06], [0.94, -0.91, -0.61], [0.69, -0.91, -0.15], [-0.67, -0.74, -2.23], [-0.05, 0.40, 0.11], [1.75, 0.48, -1.57], [0.35, -1.08, -0.10], [-0.86, -1.26, -0.10], [1.71, -0.10, -1.23], [0.54, -1.10, -0.62], [0.43, -1.61, 3.27], [1.69, -4.08, -11.40], [-1.82, -1.49, 9.37], [2.86, 0.31, 0.19], [-0.23, -0.53, 1.23], [-0.49, 2.06, 0.92], [-0.64, -0.79, 0.22], [-0.04, 1.05, -0.13], [-0.18, -0.26, 0.38], [-1.19, -0.33, -0.23], [-0.42, 0.39, 0.11], [-0.14, 0.14, -0.92], [0.62, 0.56, -0.43], [-2.26, 3.76, -0.47], [-0.21, 1.64, 0.19], [-0.60, 0.74, 0.40], [-0.79, -0.37, -1.11], [-0.24, 2.47, 0.71], [0.10, -0.64, 1.35], [-0.39, -2.28, 2.40], [0.74, 2.65, 1.92], [1.73, -2.20, 2.22], [-1.50, -0.21, -1.73], [0.48, -0.16, -0.21], [-0.70, -0.26, 0.07], [-0.58, 0.92, -1.48], [1.56, -0.82, -0.15], [-1.14, 2.39, -2.84], [0.25, 1.52, 1.51], [-0.73, -0.88, -1.21], [1.35, 0.67, -1.85], [-0.46, 0.84, -0.34], [0.76, -0.17, 1.40], [1.56, 0.04, -0.36], [-0.83, -0.54, 0.10], [-0.97, -2.10, 0.36], [-1.02, 0.87, 0.59], [-3.78, -0.05, -0.08], [2.99, -1.05, 0.31], [0.59, 0.98, 0.10], [0.97, 0.72, 1.24], [-0.22, -0.37, 0.88], [0.15, 0.18, 0.21], [-0.22, 0.17, -1.12], [-0.90, -1.03, 0.23], [0.10, -0.35, 0.28], [0.22, 0.88, -2.07]], "e_above_lowest_ev": 3.1217, "spin_multiplicity": 1, "homo_ha": -0.3218, "largest_force_ev_per_a": 12.2, "e_lumo_ev": 0.520, "smiles": "COCCNCCOC.COCCNCCOC.OCCO.CCO.CCO"}